Record 1
C8H24IMnO4 as an isolated structure at a distorted geometry. Source: the OMol25 dataset; level of theory: ωB97M-V/def2-TZVPD.

Summary:
- 2S+1: 6
- Charge: +1
- Expectation value of S²: 8.7701
- ΔE to the lowest compared entry with this formula, charge and spin: 46.8 kJ/mol
- Orbital gap (alpha / beta): 4.0 / 4.1 eV

The geometry in XYZ format:
```
38
C8H24IMnO4 ωB97M-V/def2-TZVPD
Mn -11.060 14.235 6.897
I -13.005 15.769 8.287
C -16.133 13.174 9.081
C -16.784 13.665 7.766
O -15.714 13.723 6.850
H -15.112 13.542 9.188
H -16.047 12.099 8.925
H -16.754 13.367 9.956
H -17.146 14.674 7.961
H -17.660 13.119 7.414
H -14.988 14.109 7.345
C -16.161 17.343 12.686
C -15.209 16.513 11.854
O -15.733 16.358 10.573
H -16.256 18.299 12.173
H -15.763 17.514 13.687
H -17.184 16.967 12.693
H -15.046 15.560 12.357
H -14.307 17.121 11.788
H -15.136 15.850 10.020
C -15.407 20.819 7.897
C -15.011 19.402 7.920
O -13.892 19.226 7.088
H -16.293 20.963 8.515
H -15.737 21.055 6.886
H -14.590 21.480 8.187
H -15.855 18.764 7.654
H -14.727 19.122 8.935
H -13.554 18.369 7.357
C -10.700 17.841 12.540
C -10.694 17.868 11.068
O -11.939 18.448 10.704
H -9.733 17.527 12.932
H -11.396 17.113 12.955
H -10.960 18.831 12.913
H -10.646 16.850 10.681
H -9.870 18.421 10.619
H -12.242 17.939 9.948
```

Results of the Löwdin charge analysis, in e, for atoms 1 through 5: atom 1 (Mn): 1.075, atom 2 (I): 0.469, atom 3 (C): -0.084, atom 4 (C): -0.291, atom 5 (O): -0.124



Record 2
A 5-piece molecular cluster, C8H24IO8 overall at a distorted geometry. Source: the OMol25 dataset; level of theory: ωB97M-V/def2-TZVPD.

Summary:
- 2S+1: 1
- Charge: -1
- ΔE to the lowest compared entry with this formula, charge and spin: 139.6 kJ/mol
- Orbital gap: 7.9 eV

The geometry in XYZ format:
```
41
C8H24IO8 ωB97M-V/def2-TZVPD
I -0.224 -0.501 0.544
C -2.621 1.463 4.067
C -1.708 0.501 4.748
O -0.478 0.410 4.115
O -2.474 2.824 4.497
H -3.672 1.191 4.166
H -2.549 1.477 2.979
H -2.125 -0.504 4.677
H -1.578 0.637 5.822
H -0.529 0.078 3.216
H -1.846 3.184 3.867
C -2.398 0.131 -2.952
C -3.599 0.106 -1.936
O -3.344 0.881 -0.801
O -2.603 -0.686 -4.076
H -1.530 -0.274 -2.431
H -2.135 1.150 -3.237
H -3.770 -0.946 -1.708
H -4.602 0.274 -2.328
H -2.655 0.476 -0.269
H -1.935 -1.299 -4.391
C 3.361 -2.057 1.815
C 3.382 -0.905 2.780
O 4.547 -0.107 2.678
O 3.253 -1.649 0.434
H 2.637 -2.812 2.124
H 4.277 -2.645 1.872
H 3.419 -1.331 3.782
H 2.492 -0.281 2.705
H 4.526 0.459 3.453
H 2.390 -1.242 0.320
C 1.964 -0.399 -3.647
C 1.413 0.538 -4.722
O 0.622 1.666 -4.301
O 0.911 -1.130 -2.984
H 2.472 0.146 -2.851
H 2.578 -1.183 -4.088
H 0.852 -0.049 -5.449
H 2.272 0.963 -5.241
H 0.283 2.110 -5.082
H 0.725 -0.665 -2.165
```

Results of the Löwdin charge analysis, in e, for atoms 1 through 5: atom 1 (I): 0.036, atom 2 (C): -0.243, atom 3 (C): -0.283, atom 4 (O): -0.118, atom 5 (O): -0.075



Record 3
C8H24NiO8S5 as an isolated structure at a distorted geometry. Source: the OMol25 dataset; level of theory: ωB97M-V/def2-TZVPD.

Summary:
- 2S+1: 3
- Charge: 0
- Expectation value of S²: 2.0039
- ΔE to the lowest compared entry with this formula, charge and spin: 34.3 kJ/mol
- Orbital gap (alpha / beta): 7.4 / 7.4 eV

The geometry in XYZ format:
```
46
C8H24NiO8S5 ωB97M-V/def2-TZVPD
Ni -18.506 -12.406 6.757
S -16.041 -13.066 6.157
O -16.814 -11.757 6.026
O -14.768 -12.790 6.807
O -17.036 -13.834 7.010
O -15.849 -13.713 4.860
C -16.012 -11.763 9.978
S -17.729 -12.299 10.088
O -18.247 -11.965 8.739
C -17.364 -14.065 10.195
H -15.428 -12.205 10.785
H -15.959 -10.678 9.979
H -15.652 -12.143 9.014
H -17.871 -14.437 11.092
H -16.318 -14.296 10.381
H -17.748 -14.608 9.334
C -20.781 -16.213 7.589
S -21.144 -14.473 7.417
O -19.875 -13.838 7.044
C -22.089 -14.532 5.889
H -20.319 -16.342 8.563
H -20.110 -16.538 6.792
H -21.704 -16.785 7.483
H -22.192 -13.507 5.547
H -23.049 -15.017 6.064
H -21.503 -15.109 5.173
C -22.652 -10.655 7.573
S -21.165 -10.029 6.834
O -20.107 -11.028 7.124
C -21.553 -10.217 5.096
H -22.998 -11.609 7.168
H -23.458 -9.927 7.440
H -22.562 -10.763 8.653
H -21.816 -11.262 4.925
H -20.612 -9.982 4.599
H -22.347 -9.582 4.709
C -19.776 -12.086 2.238
S -18.499 -12.482 3.433
O -19.118 -12.411 4.786
C -18.306 -14.233 3.051
H -19.915 -11.007 2.354
H -20.714 -12.625 2.362
H -19.359 -12.189 1.236
H -17.788 -14.641 3.919
H -17.707 -14.314 2.148
H -19.312 -14.645 2.959
```

Results of the Löwdin charge analysis, in e, for atoms 1 through 5: atom 1 (Ni): 0.533, atom 2 (S): 0.307, atom 3 (O): -0.421, atom 4 (O): -0.349, atom 5 (O): -0.408



Record 4
A 4-piece molecular cluster, C8H24O4 overall at a distorted geometry. Source: the OMol25 dataset; level of theory: ωB97M-V/def2-TZVPD.

Summary:
- 2S+1: 1
- Charge: 0
- SMILES: CCO.CCO.CCO.CCO
- ΔE to the lowest compared entry with this formula, charge and spin: 79.8 kJ/mol
- Orbital gap: 10.2 eV

The geometry in XYZ format:
```
36
C8H24O4 ωB97M-V/def2-TZVPD
C 2.724 -2.787 3.740
C 3.469 -4.091 3.718
O 3.577 -4.575 5.090
H 1.693 -3.032 3.999
H 2.773 -2.316 2.759
H 3.212 -2.105 4.433
H 4.509 -3.922 3.398
H 2.964 -4.882 3.154
H 4.100 -5.380 5.064
C -1.840 3.977 0.049
C -2.453 4.150 -1.330
O -2.002 3.063 -2.165
H -0.917 4.550 0.133
H -1.589 2.927 0.208
H -2.517 4.239 0.861
H -2.231 5.114 -1.791
H -3.544 4.061 -1.230
H -2.340 3.256 -3.048
C 0.848 -0.025 1.489
C 0.112 -0.159 0.180
O 1.056 -0.454 -0.859
H 1.551 0.810 1.488
H 1.425 -0.910 1.754
H 0.165 0.193 2.315
H -0.360 0.819 0.004
H -0.658 -0.933 0.161
H 0.512 -0.786 -1.594
C -1.451 0.629 -4.170
C -1.877 -0.257 -3.017
O -0.932 -1.304 -2.765
H -2.282 1.263 -4.489
H -1.150 0.060 -5.051
H -0.629 1.261 -3.836
H -2.836 -0.759 -3.190
H -1.996 0.366 -2.132
H -1.087 -2.060 -3.330
```

Results of the Löwdin charge analysis, in e, for atoms 1 through 5: atom 1 (C): -0.094, atom 2 (C): -0.310, atom 3 (O): -0.108, atom 4 (H): 0.082, atom 5 (H): 0.059



Record 5
A 4-piece molecular cluster, C8H24O4 overall at a distorted geometry. Source: the OMol25 dataset; level of theory: ωB97M-V/def2-TZVPD.

Summary:
- 2S+1: 2
- Charge: +1
- Expectation value of S²: 0.7554
- ΔE to the lowest compared entry with this formula, charge and spin: 150.8 kJ/mol
- Orbital gap (alpha / beta): 10.1 / 3.2 eV

The geometry in XYZ format:
```
36
C8H24O4 ωB97M-V/def2-TZVPD
C -0.766 0.436 -3.486
C 0.141 1.479 -2.751
O 1.023 0.745 -1.999
H -1.653 0.965 -3.837
H -1.066 -0.330 -2.771
H -0.235 0.069 -4.364
H -0.225 2.140 -1.965
H 0.570 2.135 -3.508
H 1.465 0.142 -2.600
C 3.368 0.022 2.195
C 2.059 0.528 1.539
O 1.682 -0.304 0.478
H 3.384 -1.056 2.356
H 3.397 0.450 3.197
H 4.308 0.222 1.681
H 2.153 1.543 1.152
H 1.331 0.416 2.342
H 1.250 0.248 -0.179
C -1.463 2.338 0.826
C -2.634 2.516 1.733
O -3.696 1.707 1.306
H -0.683 2.958 1.267
H -1.556 2.671 -0.207
H -1.197 1.281 0.831
H -2.843 3.586 1.707
H -2.322 2.345 2.764
H -3.432 0.806 1.504
C -0.741 -4.208 -0.185
C -0.010 -2.860 -0.042
O -0.269 -2.363 1.246
H -0.654 -4.565 -1.211
H -1.783 -4.202 0.133
H -0.171 -4.877 0.460
H -0.202 -2.164 -0.858
H 1.046 -3.098 -0.170
H 0.424 -1.720 1.414
```

Results of the Löwdin charge analysis, in e, for atoms 1 through 5: atom 1 (C): -0.047, atom 2 (C): -0.299, atom 3 (O): -0.100, atom 4 (H): 0.079, atom 5 (H): 0.061



Record 6
C8H25ClIOP2Y as an isolated structure at a distorted geometry. Source: the OMol25 dataset; level of theory: ωB97M-V/def2-TZVPD.

Summary:
- 2S+1: 1
- Charge: +2
- Orbital gap (alpha / beta): 5.4 / 5.2 eV

The geometry in XYZ format:
```
39
C8H25ClIOP2Y ωB97M-V/def2-TZVPD
C -1.850 -0.319 0.938
I 0.507 -0.009 1.998
H -1.077 -0.584 0.170
H -1.979 0.750 0.911
H -2.782 -0.732 0.519
Y 1.130 0.505 -3.052
P 0.427 2.347 -1.196
C -0.042 2.958 0.488
C 2.070 3.189 -1.239
H 1.856 4.255 -1.157
H -0.230 4.525 -1.891
H 2.663 2.980 -2.151
H -0.863 3.307 -3.092
H 0.568 2.490 1.274
H 2.613 2.857 -0.347
C -0.684 3.539 -2.030
H 0.139 4.033 0.482
H -1.649 3.511 -1.486
H -1.101 2.761 0.690
P 0.291 -2.330 -1.008
C -0.164 -3.110 0.629
C -0.804 -3.498 -1.898
H 2.405 -2.939 -2.032
H 1.767 -4.309 -1.095
H 2.506 -2.917 -0.253
C 1.898 -3.225 -1.107
H -0.898 -3.178 -2.945
H -0.420 -4.524 -1.850
H -0.007 -4.197 0.607
H -1.218 -2.941 0.884
H -1.818 -3.498 -1.439
H 0.448 -2.691 1.441
Cl 1.375 0.009 -5.414
C -0.724 0.315 4.809
O -0.125 1.294 4.048
H -1.821 0.292 4.638
H -0.409 0.355 5.868
H -0.219 -0.545 4.322
H -1.779 -0.723 1.964
```

Results of the Löwdin charge analysis, in e, for atoms 1 through 5: atom 1 (C): -0.296, atom 2 (I): 1.044, atom 3 (H): -0.105, atom 4 (H): -0.001, atom 5 (H): 0.062